{
  "formula": "C29H80O11",
  "method": "ωB97M-V/def2-TZVPD",
  "orbital_gap_ev": 9.3,
  "fmax_ha_per_bohr": 0.235,
  "lumo_energy_ev": 0.4,
  "homo_energy_ev": -8.93,
  "energy_ev": -53864.194,
  "elements": ["C", "C", "O", "H", "H", "H", "H", "H", "H", "C", "C", "O", "H", "H", "H", "H", "H", "H", "C", "C", "O", "H", "H", "H", "H", "H", "H", "C", "C", "O", "H", "H", "H", "H", "H", "H", "C", "C", "C", "O", "H", "H", "H", "H", "H", "H", "H", "H", "C", "C", "C", "O", "H", "H", "H", "H", "H", "H", "H", "H", "C", "C", "C", "O", "H", "H", "H", "H", "H", "H", "H", "H", "C", "C", "C", "O", "H", "H", "H", "H", "H", "H", "H", "H", "C", "C", "C", "O", "H", "H", "H", "H", "H", "H", "H", "H", "C", "C", "C", "O", "H", "H", "H", "H", "H", "H", "H", "H", "C", "C", "C", "O", "H", "H", "H", "H", "H", "H", "H", "H"],
  "coordinates": [[8.912, 15.186, 7.404], [9.777, 16.423, 7.211], [9.650, 16.904, 5.932], [9.380, 14.424, 6.782], [7.859, 15.271, 7.135], [8.958, 14.749, 8.402], [10.820, 16.110, 7.259], [9.659, 17.233, 7.931], [8.767, 17.257, 5.801], [6.295, 17.876, 0.717], [5.844, 16.586, 1.577], [5.558, 15.438, 0.796], [5.397, 18.340, 0.309], [6.996, 17.713, -0.101], [6.629, 18.652, 1.406], [4.953, 16.730, 2.188], [6.608, 16.338, 2.314], [6.319, 15.229, 0.250], [5.593, 15.759, 4.587], [4.836, 17.104, 4.468], [5.698, 18.162, 4.883], [5.299, 15.040, 3.822], [5.248, 15.398, 5.556], [6.676, 15.877, 4.566], [3.829, 16.978, 4.868], [4.546, 17.266, 3.430], [5.380, 19.017, 4.586], [8.447, 18.762, 3.786], [8.246, 17.299, 4.216], [7.785, 17.376, 5.627], [9.009, 18.882, 2.859], [8.963, 19.269, 4.601], [7.477, 19.253, 3.711], [9.216, 16.802, 4.203], [7.619, 16.676, 3.580], [6.913, 17.776, 5.606], [7.442, 20.852, -0.527], [7.363, 21.432, 0.891], [8.449, 20.830, 1.841], [7.678, 22.845, 0.866], [7.414, 21.516, -1.391], [6.541, 20.261, -0.692], [8.284, 20.162, -0.584], [6.379, 21.263, 1.329], [8.587, 21.400, 2.759], [9.429, 20.972, 1.386], [8.331, 19.769, 2.063], [8.480, 23.074, 0.390], [10.233, 13.908, 0.952], [10.693, 14.595, 2.268], [9.801, 15.811, 2.574], [10.554, 13.667, 3.330], [11.036, 13.248, 0.623], [10.057, 14.657, 0.179], [9.387, 13.221, 0.927], [11.731, 14.927, 2.268], [8.890, 15.537, 3.106], [9.461, 16.348, 1.688], [10.354, 16.595, 3.092], [10.726, 14.106, 4.166], [11.605, 20.583, 4.403], [11.964, 19.180, 4.811], [11.006, 18.056, 4.451], [13.151, 18.869, 4.049], [12.532, 21.154, 4.353], [10.997, 21.046, 5.180], [11.201, 20.710, 3.398], [12.237, 19.222, 5.865], [11.363, 17.036, 4.592], [10.833, 18.186, 3.383], [9.957, 18.133, 4.735], [13.935, 18.806, 4.599], [4.718, 16.259, 8.444], [6.091, 16.806, 8.120], [6.171, 17.497, 6.776], [6.408, 17.720, 9.106], [4.876, 15.379, 9.067], [4.232, 15.878, 7.546], [4.167, 17.090, 8.884], [6.745, 15.941, 8.011], [7.203, 17.826, 6.655], [5.450, 18.314, 6.796], [5.966, 16.801, 5.963], [5.907, 18.539, 9.098], [12.677, 17.235, 2.035], [12.103, 18.454, 1.448], [10.590, 18.465, 1.198], [12.331, 19.640, 2.255], [13.737, 17.149, 1.794], [12.266, 16.349, 1.551], [12.521, 17.244, 3.114], [12.638, 18.560, 0.504], [10.210, 19.456, 0.948], [10.014, 18.231, 2.093], [10.257, 17.726, 0.470], [12.444, 19.275, 3.135], [11.618, 14.170, 6.260], [11.795, 15.250, 5.195], [12.689, 14.866, 4.024], [10.526, 15.465, 4.624], [11.185, 14.712, 7.101], [12.590, 13.844, 6.632], [11.033, 13.331, 5.884], [12.116, 16.202, 5.619], [12.660, 15.722, 3.350], [12.298, 13.967, 3.549], [13.742, 14.657, 4.213], [10.067, 16.222, 4.996], [7.954, 22.690, 4.088], [7.013, 21.421, 4.144], [6.695, 21.140, 5.606], [5.828, 21.808, 3.499], [8.860, 22.533, 4.675], [7.428, 23.518, 4.563], [8.217, 23.238, 3.184], [7.406, 20.554, 3.612], [7.349, 20.321, 5.906], [5.659, 20.888, 5.833], [6.795, 22.104, 6.104], [6.104, 22.411, 2.805]],
  "atomic_forces_ev_per_a": [[0.306, -0.843, 0.147], [0.208, -0.390, 0.736], [5.860, -0.424, 6.139], [-0.597, 0.009, -0.183], [0.596, 0.104, -0.276], [-0.004, 0.324, 0.304], [-0.219, 0.531, 0.818], [-0.389, -0.023, 0.308], [3.469, 0.461, 2.908], [-1.704, -0.843, 1.474], [0.923, 0.587, -1.330], [-0.149, 0.175, -0.126], [-0.129, -0.265, -0.388], [0.133, -0.292, 0.338], [0.543, -0.162, 0.046], [0.236, 0.257, -1.202], [0.188, 0.058, -0.367], [0.137, -0.033, -0.020], [-1.243, -0.308, 0.048], [-0.213, -0.802, -2.266], [-2.497, 2.114, -4.494], [-0.130, 0.137, -0.116], [0.445, -0.921, -0.254], [-0.801, -0.544, 0.235], [0.227, 0.646, 1.398], [0.344, 0.429, 0.484], [-0.191, 0.272, -0.330], [-1.490, -1.372, 0.462], [0.292, 1.531, -1.432], [-2.587, -1.056, -11.765], [-0.327, -0.554, 1.354], [-0.275, 0.417, -0.274], [0.296, -1.256, -0.216], [-2.391, 0.913, -0.599], [-0.074, 0.986, 0.428], [0.087, 1.003, -3.279], [-0.756, -1.118, 0.247], [2.632, 0.569, -0.096], [0.345, 0.516, -1.477], [-1.575, 0.471, 0.462], [0.405, 0.557, 0.481], [0.014, -0.329, -0.005], [0.101, 0.122, -0.310], [0.004, 0.538, -0.259], [-0.160, -0.519, -0.947], [-0.088, -0.076, -0.530], [-0.404, 1.282, -1.112], [0.086, -0.630, -0.146], [1.213, -0.121, 0.008], [-2.673, -0.392, -0.146], [-0.070, 0.391, -2.363], [-0.771, -3.124, -2.368], [0.269, 0.103, -0.246], [0.156, 0.057, -0.062], [-0.396, 0.402, 0.893], [-0.805, -0.489, -1.208], [0.721, -0.695, -0.438], [-0.187, -0.625, -0.647], [-0.482, -0.854, -0.940], [-1.211, -0.265, -0.805], [-0.642, 1.378, 0.791], [-0.208, -0.524, 1.184], [0.041, 2.131, -1.557], [3.043, -1.889, 5.036], [0.093, 0.082, 0.236], [-0.274, 0.065, -0.036], [-0.523, -0.156, 0.539], [-0.072, -0.279, 0.152], [0.293, 2.130, -0.133], [0.871, 0.080, 0.430], [3.015, 0.859, 0.588], [0.040, 0.110, 0.103], [0.289, -0.575, -0.596], [-1.524, -0.022, -1.596], [-4.658, -0.973, 8.091], [2.133, 0.097, 1.959], [-0.575, 0.318, 0.610], [-0.292, 0.145, -0.110], [-0.447, -0.498, 0.159], [0.307, 0.613, 1.318], [-2.738, 1.886, 5.892], [-0.190, -0.152, 0.666], [-0.103, 0.245, 3.140], [-0.296, -0.239, -0.580], [0.383, -0.978, -0.033], [-0.798, 2.420, -0.905], [-0.254, -0.325, -0.377], [-0.934, -0.201, -4.884], [0.255, 0.308, 0.430], [-0.244, 0.291, 0.015], [0.333, -0.395, -1.103], [-0.280, 0.558, -0.337], [0.737, -0.307, -0.561], [0.739, -0.241, -0.824], [0.125, 0.088, -0.340], [0.435, 0.857, -2.413], [1.421, 0.782, 0.497], [0.500, -1.108, 0.308], [1.697, 0.193, 0.476], [2.706, -3.341, 0.346], [0.002, -1.389, -0.139], [0.125, -0.348, -0.218], [0.048, 0.032, 0.254], [0.547, -0.337, 0.595], [0.401, -0.970, 0.561], [0.815, 0.215, 0.419], [0.104, 0.249, 0.731], [0.084, -0.079, 2.212], [-0.156, 0.348, 1.265], [-0.008, 2.076, 0.229], [0.005, 0.199, -0.413], [-1.203, 0.142, -0.386], [0.157, -0.070, -0.032], [-0.370, -0.257, 0.736], [-0.009, -1.109, -0.667], [-0.387, 1.511, 0.890], [0.099, 0.357, 0.798], [-0.128, -0.413, -0.532], [0.556, -0.412, 0.607], [-0.333, 0.181, -0.189]]
}

{
  "formula": "C3H4Cl2O",
  "method": "ωB97M-V/def2-TZVPD",
  "orbital_gap_ev": 8.9,
  "fmax_ha_per_bohr": 0.077,
  "lumo_energy_ev": 0.2,
  "homo_energy_ev": -8.66,
  "energy_ev": -30266.533,
  "smiles": "CC(Cl)=C=O.Cl",
  "elements": ["C", "C", "C", "O", "Cl", "Cl", "H", "H", "H", "H"],
  "coordinates": [[-0.105, 0.872, -1.326], [0.145, -1.175, 0.029], [-0.669, -0.085, -0.670], [0.258, 1.801, -1.899], [-2.378, -0.003, -0.426], [1.376, 1.506, 1.447], [0.482, 1.561, 2.561], [1.166, -1.226, -0.462], [-0.311, -2.137, -0.325], [0.037, -1.115, 1.071]],
  "atomic_forces_ev_per_a": [[-0.872, 0.700, -0.191], [-0.555, -1.035, -3.769], [0.677, -1.621, 1.181], [0.857, 0.690, -0.659], [-0.165, 0.003, -0.016], [-1.859, 0.316, 2.734], [2.019, -0.123, -2.553], [-0.895, 0.373, 1.322], [0.266, 0.561, 0.551], [0.526, 0.135, 1.401]]
}

{
  "formula": "C3H8N2O",
  "method": "ωB97M-V/def2-TZVPD",
  "orbital_gap_ev": 10.3,
  "fmax_ha_per_bohr": 0.078,
  "lumo_energy_ev": 0.9,
  "homo_energy_ev": -9.44,
  "energy_ev": -8266.316,
  "smiles": "[H]/N=C(/N)COC",
  "elements": ["C", "C", "C", "H", "H", "H", "H", "H", "H", "H", "H", "N", "N", "O"],
  "coordinates": [[-2.553, -0.211, -0.289], [-0.310, -0.543, 0.410], [1.102, 0.055, -0.032], [-2.450, -0.581, -1.430], [-3.229, 0.677, -0.204], [-2.801, -1.127, 0.455], [-0.428, -1.508, -0.239], [-0.360, -0.663, 1.549], [2.298, -1.592, -0.727], [2.933, 0.016, -0.313], [0.330, 1.624, 0.081], [2.215, -0.741, -0.061], [1.268, 1.270, -0.082], [-1.263, 0.455, 0.163]],
  "atomic_forces_ev_per_a": [[1.259, 0.030, 0.123], [1.736, -0.567, -0.335], [-2.060, -3.075, 1.569], [-0.205, 0.767, 2.721], [0.038, -1.339, -0.190], [0.375, 2.264, -1.826], [-0.264, 1.445, 1.480], [0.626, -0.764, -1.600], [-0.602, 2.086, 1.567], [-0.644, -2.009, 0.410], [0.126, 1.028, -0.016], [2.478, -0.938, -2.040], [-0.547, 3.033, -0.431], [-2.316, -1.962, -1.431]]
}

{
  "formula": "C5H9NO",
  "method": "ωB97M-V/def2-TZVPD",
  "orbital_gap_ev": 9.9,
  "fmax_ha_per_bohr": 0.022,
  "lumo_energy_ev": 1.0,
  "homo_energy_ev": -8.97,
  "energy_ev": -8866.005,
  "smiles": "C[C@H]1N/C1=C/CO",
  "elements": ["C", "C", "N", "C", "C", "C", "O", "H", "H", "H", "H", "H", "H", "H", "H", "H"],
  "coordinates": [[2.022, -0.332, 0.708], [0.955, 0.740, 0.717], [0.859, 1.685, -0.429], [-0.076, 0.661, -0.305], [-0.902, -0.098, -1.004], [-1.861, -0.997, -0.289], [-2.954, -0.124, -0.045], [1.761, -1.140, 1.399], [2.989, 0.079, 1.018], [2.129, -0.771, -0.291], [0.775, 1.216, 1.677], [1.529, 1.503, -1.171], [-2.430, 0.637, 0.272], [-1.151, 0.153, -2.033], [-2.191, -1.849, -0.890], [-1.457, -1.363, 0.668]],
  "atomic_forces_ev_per_a": [[0.066, -0.011, 0.043], [0.000, -0.126, 0.228], [0.109, -0.034, -0.257], [0.541, -0.404, -0.261], [0.147, -0.006, -0.141], [0.367, -0.193, -0.131], [-0.068, 0.241, 0.652], [0.030, 0.114, -0.074], [-0.122, -0.040, -0.014], [-0.062, 0.125, 0.167], [-0.041, 0.011, -0.107], [0.139, 0.114, 0.054], [-1.135, 0.011, -0.082], [0.028, 0.075, 0.130], [-0.064, 0.169, 0.078], [0.066, -0.045, -0.284]]
}

{
  "formula": "C20H40F5N7NbO15",
  "method": "ωB97M-V/def2-TZVPD",
  "orbital_gap_ev": 6.7,
  "fmax_ha_per_bohr": 0.024,
  "lumo_energy_ev": 1.1,
  "homo_energy_ev": -5.56,
  "total_charge": -1,
  "energy_ev": -77645.381,
  "elements": ["C", "C", "C", "C", "C", "C", "C", "C", "C", "O", "C", "Nb", "C", "F", "F", "C", "F", "F", "F", "C", "H", "H", "H", "H", "H", "H", "H", "H", "H", "H", "H", "H", "H", "H", "H", "H", "H", "H", "H", "C", "N", "O", "O", "H", "H", "H", "C", "N", "O", "O", "H", "H", "H", "C", "N", "O", "O", "H", "H", "H", "C", "N", "O", "O", "H", "H", "H", "C", "N", "O", "O", "H", "H", "H", "C", "N", "O", "O", "H", "H", "H", "C", "N", "O", "O", "H", "H", "H"],
  "coordinates": [[-2.459, -4.890, 2.153], [-1.497, -4.642, 1.036], [-1.823, -4.861, -0.309], [-0.862, -4.627, -1.313], [0.429, -4.142, -1.036], [1.351, -3.860, -2.187], [2.821, -4.144, -1.931], [1.165, -2.439, -2.694], [0.735, -3.905, 0.315], [1.943, -3.394, 0.727], [2.094, -1.977, 0.545], [1.953, -0.748, 2.453], [2.280, 0.988, 0.853], [2.589, 2.137, 1.537], [3.361, 0.726, 0.048], [1.212, 1.444, -0.121], [1.518, 2.620, -0.709], [0.047, 1.629, 0.469], [1.054, 0.575, -1.105], [-0.211, -4.165, 1.328], [-2.280, -5.869, 2.572], [-3.483, -4.765, 1.837], [-2.248, -4.186, 2.943], [-2.806, -5.202, -0.580], [-1.115, -4.816, -2.340], [1.054, -4.511, -3.000], [3.347, -4.224, -2.872], [2.973, -5.034, -1.340], [3.276, -3.331, -1.391], [1.538, -1.716, -1.988], [0.130, -2.258, -2.944], [1.743, -2.321, -3.594], [1.255, -1.599, -0.034], [2.981, -1.789, -0.050], [3.748, -1.128, 2.686], [2.242, 0.415, 3.861], [0.118, -0.470, 2.440], [1.531, -2.147, 3.528], [0.065, -3.956, 2.343], [-4.550, -1.867, 2.837], [-5.534, -2.491, 1.905], [-5.105, -3.403, 1.226], [-6.666, -2.063, 1.884], [-3.610, -2.389, 2.707], [-4.462, -0.819, 2.574], [-4.935, -1.983, 3.845], [3.271, 1.452, -2.834], [3.800, 0.256, -3.548], [3.010, -0.432, -4.158], [4.989, 0.038, -3.452], [2.203, 1.503, -3.006], [3.495, 1.324, -1.779], [3.785, 2.319, -3.235], [-1.716, 1.075, 4.186], [-3.193, 0.982, 4.007], [-3.659, 1.325, 2.940], [-3.843, 0.555, 4.940], [-1.289, 1.460, 3.272], [-1.537, 1.740, 5.025], [-1.347, 0.076, 4.400], [0.072, 4.253, -2.892], [-0.010, 4.541, -4.351], [0.565, 3.799, -5.120], [-0.647, 5.520, -4.689], [0.668, 3.364, -2.752], [0.527, 5.112, -2.417], [-0.940, 4.112, -2.528], [1.721, 8.097, -0.142], [0.365, 7.790, -0.670], [0.078, 6.630, -0.878], [-0.366, 8.734, -0.884], [2.261, 7.167, -0.015], [2.181, 8.728, -0.895], [1.600, 8.620, 0.800], [-4.923, -8.033, 4.310], [-3.467, -7.738, 4.201], [-2.830, -8.335, 3.361], [-3.023, -6.908, 4.963], [-5.173, -8.782, 3.570], [-5.105, -8.388, 5.319], [-5.452, -7.103, 4.130], [1.984, 9.376, -4.498], [2.999, 9.727, -3.464], [3.373, 8.844, -2.716], [3.382, 10.874, -3.429], [1.744, 8.325, -4.399], [1.116, 10.002, -4.320], [2.423, 9.596, -5.466]],
  "atomic_forces_ev_per_a": [[0.376, 0.085, -0.094], [0.726, 0.273, -0.719], [1.136, 0.320, -0.111], [-0.085, 0.087, 1.178], [-0.610, -0.288, 0.555], [0.164, 0.068, 0.130], [-0.012, 0.207, 0.117], [0.127, -0.355, -0.371], [-0.862, -0.052, 0.560], [0.039, 0.008, 0.084], [1.002, 0.569, 0.301], [-0.202, -1.114, -0.308], [-1.118, -0.103, 0.176], [0.340, 0.430, 0.368], [0.781, -0.205, 0.037], [0.205, 0.240, 0.265], [0.278, 0.551, -0.251], [-0.809, 0.069, 0.451], [-0.335, -0.765, -0.629], [-0.166, -0.174, -1.231], [-0.132, -0.435, 0.114], [-0.222, -0.182, -0.046], [-0.040, 0.253, 0.403], [-0.270, -0.115, -0.063], [-0.130, -0.059, -0.334], [-0.302, -0.325, -0.196], [0.164, -0.139, -0.320], [0.041, -0.403, 0.066], [0.214, 0.258, 0.219], [-0.086, 0.258, 0.186], [-0.348, 0.240, 0.091], [0.227, 0.123, -0.430], [-0.415, 0.184, 0.034], [0.205, -0.036, -0.211], [-0.232, -0.178, 0.584], [0.651, 0.260, -0.584], [-0.150, -0.054, 0.553], [-0.443, 0.012, -0.197], [0.199, 0.108, 0.365], [-0.029, -0.048, -0.003], [0.579, -0.033, 0.141], [-0.526, -0.019, -0.291], [-0.063, -0.010, 0.009], [0.001, 0.017, -0.009], [-0.143, 0.082, 0.015], [-0.071, 0.111, 0.015], [0.014, 0.029, -0.153], [-0.134, 0.117, 0.202], [0.076, 0.038, -0.191], [0.114, -0.004, -0.062], [0.079, -0.043, -0.092], [0.082, 0.054, -0.295], [0.072, 0.017, -0.020], [-0.071, 0.074, -0.001], [0.304, 0.104, -0.016], [-0.083, 0.008, -0.009], [-0.100, -0.078, 0.071], [0.050, -0.041, -0.098], [-0.021, -0.036, 0.085], [0.010, 0.031, -0.015], [0.071, -0.209, -0.134], [0.009, 0.027, -0.051], [0.057, -0.066, 0.050], [-0.028, 0.092, 0.049], [-0.004, -0.047, -0.072], [-0.071, 0.053, 0.022], [-0.033, 0.101, 0.019], [-0.005, -0.068, -0.044], [-0.042, -0.017, 0.015], [-0.015, 0.007, 0.079], [-0.015, 0.072, 0.010], [-0.018, -0.044, -0.026], [0.131, 0.031, 0.210], [-0.049, 0.081, -0.036], [-0.022, -0.063, -0.103], [-0.046, 0.003, -0.016], [0.022, -0.053, -0.014], [0.025, 0.031, 0.082], [0.014, -0.018, -0.028], [-0.007, 0.055, 0.045], [-0.001, 0.039, 0.047], [-0.007, -0.109, 0.028], [-0.048, -0.074, -0.043], [0.021, 0.008, -0.064], [0.013, 0.080, -0.027], [0.005, -0.025, 0.018], [0.003, 0.055, -0.020], [-0.006, 0.065, -0.018]]
}